--- a ---
Computed, not measured: a 2-piece molecular cluster, C3H3OP overall, with wB97M-V/def2-TZVPD.

2S+1: 1
Kohn-Sham gap (alpha / beta) (eV): 5.047 / 5.043
E_LUMO (alpha / beta) (eV): -1.68 / -1.68
Total charge: 0

Last column: Löwdin charge in e.
Positions of all 8 atoms, in Å:
C 0.764 -0.396 0.382  -0.1229
C 1.578 0.593 0.030  -0.1323
C -0.466 -0.414 -0.330  -0.0162
O 2.352 1.451 -0.135  0.2262
P -3.490 0.446 0.005  0.0670
H 1.089 -1.094 1.155  0.1288
H -1.342 -0.741 0.065  -0.1608
H -0.486 0.156 -1.171  0.0103

---

--- b ---
Computed, not measured: one molecule with the formula C3H3OP, with wB97M-V/def2-TZVPD.

2S+1: 1
Kohn-Sham gap (eV): 8.148
E_LUMO (eV): -0.15
Total charge: 0

Last column: Löwdin charge in e.
Positions of all 8 atoms, in Å:
C -0.118 -0.196 -0.562  -0.5104
C -1.681 -0.091 0.432  -0.2403
C 0.985 0.115 0.368  -0.1053
O -1.296 0.581 -0.824  -0.3587
P -1.551 -1.170 -0.944  0.9885
H 1.477 0.975 -0.109  0.0851
H 1.442 -0.841 0.363  0.0748
H 0.742 0.627 1.277  0.0662

---

--- c ---
Computed, not measured: one molecule with the formula C3H3OP, with wB97M-V/def2-TZVPD.

2S+1: 1
SMILES: OP=c1cc1
Kohn-Sham gap (alpha / beta) (eV): 6.717 / 6.715
E_LUMO (alpha / beta) (eV): 0.10 / 0.10
Total charge: 0

Last column: Löwdin charge in e.
Positions of all 8 atoms, in Å:
O 1.693 -1.673 1.152  -0.5481
P 1.521 -1.440 -0.469  0.7377
C 0.124 0.094 -0.411  -0.3543
C -0.697 1.145 -1.130  0.0222
C -0.835 0.891 0.192  -0.0789
H 1.026 -1.571 1.837  0.0296
H -1.248 1.320 -2.038  0.0974
H -1.584 1.234 0.867  0.0944

---

Most stable: c. Least stable: a.